[1]
This record from OMol25 describes a cluster of 18 separate species, C36H108O18 in total at a distorted geometry. The level of theory is ωB97M-V/def2-TZVPD.

Geometry as XYZ:
```
162
Properties=species:S:1:pos:R:3
C -15.260 -16.495 23.160
C -13.935 -16.289 23.930
O -13.209 -15.257 23.292
H -15.739 -17.436 23.483
H -14.989 -16.628 22.114
H -16.030 -15.724 23.276
H -13.280 -17.158 23.968
H -14.207 -15.967 24.933
H -13.785 -14.489 23.235
C -13.534 -20.399 16.845
C -13.309 -21.928 16.819
O -13.742 -22.473 18.031
H -13.584 -19.980 15.844
H -12.717 -19.879 17.351
H -14.454 -20.221 17.368
H -12.240 -22.097 16.647
H -13.843 -22.389 15.990
H -13.690 -23.440 17.979
C -9.461 -17.900 17.719
C -9.847 -18.558 16.376
O -9.633 -19.953 16.320
H -8.405 -18.066 17.890
H -10.003 -18.348 18.550
H -9.722 -16.852 17.698
H -9.326 -18.015 15.576
H -10.913 -18.405 16.202
H -8.690 -20.155 16.265
C -10.923 -13.168 19.648
C -11.821 -12.818 20.864
O -12.159 -11.436 20.919
H -10.018 -12.540 19.719
H -11.394 -13.037 18.679
H -10.648 -14.224 19.718
H -11.207 -13.050 21.754
H -12.736 -13.422 20.905
H -12.836 -11.318 20.239
C -16.241 -19.830 14.085
C -16.446 -18.447 14.693
O -15.381 -17.597 14.277
H -17.163 -20.419 14.183
H -15.368 -20.381 14.444
H -16.130 -19.729 12.983
H -16.502 -18.563 15.786
H -17.380 -17.951 14.421
H -14.681 -17.438 14.914
C -17.372 -22.067 19.059
C -17.187 -22.037 17.551
O -18.397 -22.434 16.909
H -18.243 -21.471 19.310
H -16.539 -21.564 19.564
H -17.584 -23.054 19.474
H -16.346 -22.690 17.296
H -16.966 -21.030 17.197
H -18.310 -23.053 16.184
C -10.742 -22.851 20.164
C -11.114 -21.387 20.014
O -12.448 -21.206 20.442
H -11.277 -23.472 19.454
H -10.961 -23.183 21.180
H -9.663 -23.037 20.030
H -10.972 -21.091 18.978
H -10.542 -20.746 20.691
H -13.044 -21.506 19.737
C -15.478 -13.195 19.536
C -15.577 -11.868 18.785
O -14.359 -11.158 18.897
H -14.530 -13.676 19.251
H -16.308 -13.860 19.300
H -15.506 -13.032 20.611
H -16.398 -11.275 19.179
H -15.767 -12.183 17.749
H -14.311 -10.383 18.330
C -9.048 -17.289 21.597
C -10.231 -16.873 22.461
O -10.488 -15.491 22.232
H -9.259 -17.071 20.553
H -8.851 -18.362 21.689
H -8.153 -16.765 21.950
H -9.976 -17.056 23.505
H -11.098 -17.510 22.278
H -11.399 -15.275 22.513
C -12.889 -16.475 18.494
C -13.996 -16.619 17.461
O -13.446 -17.105 16.234
H -13.317 -16.084 19.422
H -12.099 -15.788 18.149
H -12.417 -17.434 18.687
H -14.554 -15.674 17.319
H -14.709 -17.383 17.772
H -12.777 -16.490 15.929
C -11.963 -18.276 13.086
C -12.142 -19.468 12.099
O -11.984 -20.693 12.784
H -10.934 -18.275 13.476
H -12.600 -18.317 13.977
H -12.132 -17.315 12.577
H -11.451 -19.415 11.253
H -13.157 -19.371 11.701
H -11.412 -20.479 13.519
C -16.971 -14.935 12.757
C -16.456 -15.649 11.504
O -15.092 -15.984 11.726
H -16.881 -15.519 13.676
H -18.018 -14.664 12.618
H -16.384 -14.021 12.867
H -16.440 -14.932 10.689
H -17.080 -16.517 11.248
H -15.029 -16.574 12.507
C -17.556 -14.191 16.271
C -18.870 -14.829 15.878
O -19.392 -15.556 16.988
H -17.129 -13.612 15.465
H -16.825 -14.916 16.651
H -17.752 -13.542 17.136
H -18.686 -15.508 15.046
H -19.633 -14.104 15.595
H -20.269 -15.883 16.766
C -17.512 -10.815 13.664
C -16.078 -11.259 13.538
O -15.890 -11.641 12.194
H -18.126 -11.716 13.584
H -17.837 -10.080 12.925
H -17.704 -10.392 14.667
H -15.913 -12.130 14.164
H -15.378 -10.478 13.852
H -15.126 -12.216 12.055
C -7.428 -14.891 19.253
C -7.047 -13.414 19.063
O -5.936 -13.260 18.212
H -6.660 -15.469 19.790
H -7.571 -15.409 18.294
H -8.360 -14.970 19.812
H -6.852 -12.974 20.071
H -7.874 -12.855 18.601
H -5.251 -13.839 18.576
C -18.059 -18.168 18.841
C -17.264 -16.870 19.167
O -18.164 -15.873 19.654
H -18.743 -18.341 19.664
H -17.352 -19.006 18.762
H -18.573 -18.086 17.893
H -16.803 -16.457 18.261
H -16.591 -17.101 19.982
H -18.740 -15.688 18.887
C -12.901 -13.196 15.600
C -11.989 -14.084 14.668
O -11.619 -15.283 15.352
H -13.612 -13.756 16.216
H -13.459 -12.535 14.933
H -12.341 -12.593 16.311
H -11.074 -13.540 14.404
H -12.479 -14.305 13.711
H -10.791 -15.648 15.005
C -7.830 -14.988 15.268
C -7.970 -15.475 13.819
O -9.322 -15.940 13.702
H -8.521 -14.159 15.446
H -6.829 -14.549 15.437
H -8.071 -15.812 15.944
H -7.274 -16.272 13.614
H -7.766 -14.654 13.126
H -9.602 -16.396 12.900
```

Summary:
2S+1: 1
Highest occupied orbital energy: -9.6 eV
E_tot: -75934.946 eV
Relative energy (zero: lowest compared OMol25 entry of this formula, charge and spin): 0.167 eV
HOMO-LUMO gap: 9.9 eV

These are the Mulliken partial charges, in e, on atoms 1 to 2:
1 C -0.91
2 C -0.27

[2]
This record from OMol25 describes a structure of composition C36H20CaF12N4OSSb. The level of theory is ωB97M-V/def2-TZVPD.

Geometry as XYZ:
```
76
Properties=species:S:1:pos:R:3
Ca -0.059 -0.031 0.075
O -0.675 0.834 -1.865
S -0.137 1.382 -3.193
C -1.622 1.543 -4.232
C -1.443 0.623 -5.436
C -0.702 -0.605 -4.916
C 0.473 -0.050 -4.123
H -1.772 2.592 -4.478
H -2.425 1.208 -3.574
H -0.849 1.119 -6.207
H -2.408 0.377 -5.876
H -0.357 -1.252 -5.721
H -1.353 -1.196 -4.267
H 1.262 0.334 -4.772
H 0.921 -0.726 -3.397
F -7.467 3.505 2.473
C -6.188 3.108 2.442
C -5.915 1.760 2.301
C -4.589 1.359 2.267
C -3.560 2.292 2.383
C -3.870 3.642 2.522
C -5.193 4.059 2.552
Sb -1.548 1.639 2.362
C -0.515 3.480 2.478
C -0.415 4.169 3.685
C 0.268 5.373 3.751
C 0.848 5.867 2.597
F 1.512 7.028 2.657
C 0.776 5.205 1.387
C 0.087 4.003 1.337
C -1.307 1.005 4.369
C -2.375 0.946 5.257
C -2.170 0.550 6.572
C -0.889 0.226 6.973
F -0.688 -0.154 8.241
C 0.196 0.282 6.116
C -0.024 0.670 4.804
H -6.729 1.053 2.220
H -4.368 0.302 2.158
H -3.082 4.380 2.612
H -5.458 5.102 2.661
H -0.861 3.764 4.586
H 0.361 5.925 4.676
H 1.258 5.625 0.515
H 0.034 3.478 0.388
H -3.373 1.217 4.935
H -2.984 0.498 7.282
H 1.182 0.032 6.484
H 0.823 0.732 4.127
F 2.746 1.160 1.707
C 2.354 0.365 0.649
F 3.113 -0.821 0.800
C 2.935 1.009 -0.601
F 2.567 0.239 -1.675
F 2.359 2.215 -0.793
F 4.251 1.164 -0.661
F 4.497 -5.221 1.386
C 3.829 -4.431 2.208
C 4.262 -4.278 3.470
F 5.343 -4.924 3.854
C 3.591 -3.419 4.434
C 2.389 -2.777 3.928
C 1.964 -2.936 2.671
F 0.835 -2.320 2.308
C 2.668 -3.737 1.692
C 2.292 -3.811 0.382
C 1.216 -3.021 -0.130
N 0.370 -2.373 -0.561
C 2.955 -4.579 -0.628
N 3.448 -5.134 -1.503
F 1.689 -2.004 4.737
C 4.045 -3.225 5.699
C 5.232 -3.833 6.226
N 6.198 -4.262 6.675
C 3.384 -2.367 6.643
N 2.861 -1.706 7.422
```

Summary:
2S+1: 1
Highest occupied orbital energy (alpha / beta): -11.3 / -11.3 eV
E_tot: -114076.822 eV
Relative energy (zero: lowest compared OMol25 entry of this formula, charge and spin): 0.402 eV
Net charge: +1
HOMO-LUMO gap (alpha / beta): 5.5 / 5.5 eV

These are the Mulliken partial charges, in e, on atoms 1 to 2:
1 Ca 1.60
2 O -0.96

[3]
This record from OMol25 describes a structure of composition C36H21Br5Cl5N4O4SbTi at a distorted geometry. The level of theory is ωB97M-V/def2-TZVPD.

Geometry as XYZ:
```
77
Properties=species:S:1:pos:R:3
Ti 0.314 -0.462 0.522
C -0.745 -3.342 2.186
C -1.811 -2.364 1.800
C -2.911 -2.188 2.631
C -3.901 -1.293 2.277
C -3.812 -0.648 1.057
C -2.678 -0.847 0.283
N -1.671 -1.657 0.657
Sb -2.861 -0.004 -1.697
C -2.305 2.071 -1.598
C -3.304 3.026 -1.721
C -2.938 4.366 -1.700
C -1.605 4.689 -1.545
C -0.663 3.662 -1.451
C 0.797 3.943 -1.245
N -1.017 2.383 -1.507
C -1.039 -0.517 -2.689
C -1.250 -0.801 -4.028
C -0.158 -0.969 -4.869
C 1.094 -0.849 -4.326
C 1.246 -0.593 -2.959
C 2.629 -0.513 -2.403
N 0.194 -0.424 -2.146
H -1.160 -4.087 2.864
H -0.340 -3.837 1.307
H 0.069 -2.821 2.694
H -2.962 -2.744 3.556
H -4.743 -1.115 2.936
H -4.594 0.020 0.719
H -4.342 2.732 -1.823
H -3.687 5.144 -1.784
H -1.284 5.722 -1.492
H 1.138 4.780 -1.856
H 0.985 4.194 -0.198
H 1.375 3.052 -1.481
H -2.260 -0.888 -4.408
H -0.293 -1.193 -5.920
H 1.983 -0.975 -4.931
H 3.300 -1.166 -2.963
H 3.011 0.507 -2.479
H 2.666 -0.785 -1.360
Cl 3.071 -1.691 2.399
C 2.770 -2.555 0.911
C 1.574 -2.347 0.215
C 1.397 -3.260 -0.827
Cl -0.156 -3.364 -1.650
C 2.363 -4.163 -1.276
Cl 2.097 -5.182 -2.652
C 3.581 -4.233 -0.610
Cl 4.822 -5.301 -1.163
C 3.771 -3.444 0.519
Cl 5.257 -3.587 1.394
Br -0.796 2.085 6.891
C -0.959 1.769 5.035
C -1.801 2.535 4.250
Br -2.858 3.903 5.017
C -1.869 2.306 2.866
Br -2.976 3.319 1.718
C -1.097 1.326 2.257
O -1.034 1.089 0.972
C -0.298 0.491 3.086
O 0.338 -0.487 2.464
C -0.204 0.744 4.440
Br 0.959 -0.374 5.422
Br 6.037 3.388 4.377
C 4.418 3.091 3.437
C 3.295 3.838 3.762
N 2.132 3.693 3.140
C 2.055 2.769 2.180
C 3.129 1.975 1.801
C 4.347 2.142 2.438
C 2.995 0.923 0.726
O 3.972 0.361 0.285
O 1.751 0.714 0.370
H 3.346 4.578 4.552
H 1.102 2.663 1.678
H 5.191 1.528 2.154
```

Summary:
2S+1: 2
Highest occupied orbital energy (alpha / beta): -4.8 / -4.8 eV
E_tot: -494306.488 eV
Relative energy (zero: lowest compared OMol25 entry of this formula, charge and spin): 0.000 eV
Net charge: -1
HOMO-LUMO gap (alpha / beta): 7.1 / 7.1 eV

These are the Mulliken partial charges, in e, on atoms 1 to 2:
1 Ti -0.13
2 C -1.13

[4]
This record from OMol25 describes a structure of composition C36H23BaCl6N3O4 at a distorted geometry. The level of theory is ωB97M-V/def2-TZVPD.

Geometry as XYZ:
```
73
Properties=species:S:1:pos:R:3
Ba -1.342 -0.705 -0.766
Cl -5.387 -3.767 5.167
C -4.702 -3.213 3.677
C -5.140 -2.043 3.007
C -4.727 -1.672 1.737
C -3.616 -2.368 1.141
O -3.242 -2.238 -0.094
C -2.943 -3.319 2.049
C -1.517 -3.608 1.859
N -0.691 -3.085 0.930
C 0.420 -3.766 0.487
C 0.587 -5.221 0.472
C 1.777 -5.877 0.149
C 2.878 -5.128 -0.294
C 2.804 -3.737 -0.259
C 3.913 -2.840 -0.352
C 3.822 -1.459 -0.555
C 2.478 -1.012 -0.686
N 1.456 -1.709 -0.266
C 1.538 -3.050 -0.038
C -3.752 -3.980 3.021
H -5.934 -1.407 3.433
H -5.202 -0.895 1.270
H -1.031 -4.061 2.743
H -0.319 -5.805 0.683
H 1.876 -6.980 0.271
H 3.761 -5.704 -0.745
H 4.860 -3.360 -0.418
H 4.643 -0.810 -0.798
H 2.264 0.031 -1.008
H -3.523 -4.935 3.530
Cl -1.419 2.508 -8.220
C -1.274 1.901 -6.684
C -1.924 0.662 -6.330
Cl -2.903 -0.134 -7.490
C -1.793 0.158 -5.002
Cl -2.316 -1.396 -4.473
C -1.299 1.040 -3.919
O -1.746 0.895 -2.707
C -0.503 2.172 -4.368
Cl 0.563 2.816 -3.120
C -0.518 2.655 -5.652
Cl 0.144 4.178 -5.968
C 1.562 1.037 4.149
O 1.420 1.277 2.742
C 2.601 1.447 2.134
C 3.860 0.975 2.639
C 5.032 1.391 2.030
C 4.953 2.277 0.889
C 3.733 2.614 0.306
C 2.523 2.294 0.985
N 1.248 2.612 0.525
C 0.803 3.717 0.059
C -0.633 3.810 -0.198
C -1.225 5.055 -0.638
C -2.596 5.210 -0.468
C -3.415 4.092 -0.116
C -2.880 2.836 0.078
C -1.463 2.714 0.167
O -0.906 1.618 0.687
H 2.288 1.746 4.539
H 1.980 0.080 4.397
H 0.596 1.255 4.584
H 3.872 0.370 3.532
H 6.036 1.087 2.451
H 5.871 2.585 0.330
H 3.665 3.108 -0.662
H 0.415 1.989 0.798
H 1.364 4.648 -0.116
H -0.610 5.839 -1.037
H -3.041 6.218 -0.424
H -4.490 4.312 -0.114
H -3.586 2.049 0.341
```

Summary:
2S+1: 1
Highest occupied orbital energy: -7.1 eV
E_tot: -126192.968 eV
Relative energy (zero: lowest compared OMol25 entry of this formula, charge and spin): 0.000 eV
HOMO-LUMO gap: 6.3 eV

These are the Mulliken partial charges, in e, on atoms 1 to 2:
1 Ba 1.96
2 Cl -0.22

[5]
This record from OMol25 describes a structure of composition C36H24AsCl2IInN3O7S2. The level of theory is ωB97M-V/def2-TZVPD.

Geometry as XYZ:
```
77
Properties=species:S:1:pos:R:3
In 0.982 -0.697 0.061
Cl 2.198 3.728 2.309
C 3.266 2.721 1.395
C 4.601 3.121 1.207
C 5.470 2.347 0.496
Cl 7.109 2.874 0.275
C 5.047 1.119 -0.067
C 5.859 0.243 -0.819
C 5.333 -0.917 -1.315
C 3.987 -1.228 -1.066
N 3.212 -0.429 -0.366
C 3.705 0.736 0.130
C 2.776 1.543 0.866
O 1.540 1.139 0.994
H 4.931 4.058 1.635
H 6.895 0.502 -0.992
H 5.934 -1.604 -1.894
H 3.537 -2.141 -1.426
O -1.519 -1.348 -3.044
S -0.540 -1.812 -2.109
O 0.701 -0.962 -2.095
O -0.959 -1.924 -0.704
C -0.048 -3.428 -2.673
C -0.402 -3.728 -3.982
C -0.067 -4.951 -4.540
C 0.627 -5.883 -3.786
C 0.988 -5.588 -2.481
C 0.658 -4.367 -1.911
S 1.160 -4.180 -0.203
O 2.201 -5.149 0.000
O -0.044 -4.375 0.596
O 1.689 -2.793 -0.073
H -0.952 -2.994 -4.552
H -0.355 -5.169 -5.560
H 0.894 -6.844 -4.206
H 1.540 -6.301 -1.886
C 0.017 5.705 -0.463
C 0.698 4.690 -1.120
C 0.298 3.372 -0.954
C -0.789 3.066 -0.141
C -1.474 4.085 0.509
C -1.068 5.402 0.350
As -1.272 1.201 0.055
C -2.319 1.152 1.675
C -1.887 1.363 2.974
C -2.780 1.205 4.025
C -4.094 0.833 3.766
C -4.535 0.654 2.462
C -3.653 0.827 1.402
C -3.997 0.762 -0.035
C -5.264 0.535 -0.558
C -5.457 0.576 -1.932
C -4.398 0.842 -2.789
C -3.125 1.051 -2.277
C -2.933 1.012 -0.909
H 0.334 6.734 -0.582
H 1.546 4.921 -1.752
H 0.844 2.576 -1.449
H -2.318 3.851 1.147
H -1.599 6.194 0.865
H -0.869 1.672 3.170
H -2.449 1.369 5.044
H -4.786 0.700 4.588
H -5.569 0.392 2.277
H -6.102 0.332 0.098
H -6.446 0.399 -2.338
H -4.561 0.872 -3.859
H -2.293 1.226 -2.947
I -0.038 -0.696 6.292
C 0.065 -1.303 4.328
C -0.455 -2.458 3.773
N -0.197 -2.417 2.465
N 0.475 -1.303 2.142
C 0.647 -0.612 3.268
H -0.977 -3.288 4.218
H -0.331 -3.153 1.750
H 1.157 0.337 3.249
```

Summary:
2S+1: 1
Highest occupied orbital energy: -8.2 eV
E_tot: -177356.086 eV
Relative energy (zero: lowest compared OMol25 entry of this formula, charge and spin): 0.491 eV
HOMO-LUMO gap: 7.7 eV

These are the Mulliken partial charges, in e, on atoms 1 to 2:
1 In 2.44
2 Cl -0.22